{
  "formula": "C24H28N2O5S2",
  "method": "ωB97M-V with the def2-TZVPD basis set",
  "charge": 0,
  "lumo_energy_ev": 0.52,
  "homo_ev": -8.2,
  "smiles": "COc1ccc(C)cc1N(CC(=O)NCCSCc1ccco1)S(=O)(=O)c1ccc(C)cc1",
  "species": ["C", "H", "H", "C", "H", "C", "C", "H", "H", "C", "H", "H", "H", "O", "C", "C", "H", "N", "C", "C", "C", "H", "H", "H", "H", "H", "H", "C", "H", "S", "O", "H", "H", "H", "O", "C", "C", "C", "H", "H", "C", "C", "C", "H", "H", "C", "H", "H", "H", "O", "H", "H", "C", "C", "N", "O", "C", "S", "C", "C", "C"],
  "xyz": [[-3.281, -2.733, -0.522], [-4.137, -1.134, 0.674], [4.070, 2.370, -0.041], [-3.353, -1.275, -0.073], [7.134, -0.469, 2.500], [5.444, -0.732, 1.213], [-2.864, 4.369, 2.010], [-1.260, -1.039, -0.036], [2.378, -0.358, 2.622], [0.773, 4.206, 0.964], [3.590, 3.865, 0.799], [-4.529, -1.167, -3.046], [7.006, -2.066, 1.773], [0.585, -1.405, -0.144], [3.137, -0.429, 1.859], [2.798, -0.267, 0.531], [-0.039, -0.325, -2.862], [0.250, 0.585, 1.323], [1.029, 2.845, 1.010], [3.754, -0.341, -0.462], [-1.728, -2.943, -3.893], [-0.462, 0.097, 3.218], [-3.407, 3.656, 2.625], [7.545, -0.703, 0.794], [5.827, -0.628, -0.892], [0.046, -1.267, 2.181], [-1.937, -3.905, -4.314], [-0.693, -1.115, -3.174], [2.872, 3.457, -0.791], [1.092, -0.061, 0.032], [0.991, 0.794, -1.114], [1.555, 4.898, 0.695], [-3.550, -0.625, -0.930], [-4.581, -2.662, -4.015], [-2.843, -0.506, 2.624], [6.868, -1.001, 1.589], [-0.464, -2.318, -3.768], [-0.012, 1.964, 1.341], [-2.787, 5.314, 2.544], [-2.052, 1.802, 1.952], [-4.099, -2.159, -3.179], [3.242, 3.051, 0.155], [5.075, -0.572, -0.118], [-3.441, 4.542, 1.102], [0.481, -2.713, -4.078], [-2.638, -2.071, -3.366], [-0.656, 5.762, 1.251], [-3.415, -3.411, 0.319], [3.451, -0.208, -1.488], [2.256, 2.274, 0.794], [-2.316, -2.940, -0.990], [4.736, -0.776, 3.232], [-0.481, 4.697, 1.286], [-0.475, -0.306, 2.201], [-2.096, -0.883, 0.517], [-2.003, -0.959, -2.923], [-1.257, 2.475, 1.676], [-4.578, -3.183, -1.710], [4.460, -0.656, 2.195], [-1.505, 3.842, 1.662], [-1.941, -0.577, 1.812]],
  "mulliken_charge": [-0.577, 0.504, 0.265, -0.891, 0.382, 0.998, -1.691, -0.025, 0.457, -0.786, 0.340, 0.338, 0.297, -0.758, -0.405, 0.207, 0.712, 0.476, 0.303, -0.472, -0.411, 0.370, 0.381, 0.376, 0.356, 0.469, 0.512, -0.330, 0.422, 1.619, -0.782, 0.418, 0.368, 0.435, -0.716, -1.474, -0.708, 1.034, 0.396, 0.389, -0.977, -1.119, -0.936, 0.318, 0.455, 0.289, 0.406, 0.395, 0.478, -0.072, 0.212, 0.411, -0.961, -0.659, 0.338, -0.263, -0.506, -0.146, -1.060, 0.260, 0.341]
}

---

{
  "formula": "C24H28N4O5S",
  "method": "ωB97M-V with the def2-TZVPD basis set",
  "charge": 0,
  "lumo_energy_ev": 0.62,
  "homo_ev": -7.9,
  "smiles": "CCOC(=O)CN(C(=O)CSc1nnc(COc2ccc(OC)cc2)n1CC)c1ccccc1",
  "species": ["H", "H", "C", "H", "H", "H", "O", "C", "C", "C", "C", "H", "H", "H", "C", "H", "N", "O", "H", "C", "C", "S", "H", "C", "N", "H", "C", "H", "C", "C", "H", "C", "C", "H", "H", "O", "C", "H", "C", "C", "H", "C", "H", "N", "N", "C", "C", "C", "C", "H", "H", "H", "H", "H", "O", "C", "H", "C", "H", "H", "O", "H"],
  "xyz": [[2.061, 5.212, -0.561], [-3.199, -0.697, -2.594], [0.478, -2.853, 0.927], [1.219, -4.697, -0.957], [-3.623, -0.622, -0.713], [2.720, 3.383, 1.387], [-0.606, 0.008, -1.681], [-3.224, 0.639, 1.737], [1.701, 4.886, -1.537], [-0.559, 1.554, 0.181], [-1.571, -0.067, -1.143], [-0.320, -4.607, -1.919], [-2.376, -0.061, 2.113], [-0.734, 2.249, 1.195], [-5.434, 1.905, 1.889], [4.608, -1.705, -0.676], [-0.164, -3.205, -0.124], [2.697, -2.978, 0.840], [1.920, -4.582, 1.398], [-4.401, 0.989, 2.379], [2.430, -0.552, 1.513], [-2.395, -2.575, -1.766], [3.096, 3.229, -1.737], [1.733, -3.266, 1.462], [-0.501, -2.264, 1.736], [2.198, 1.325, 2.202], [-4.978, 2.489, 0.504], [5.265, 0.484, -0.965], [3.089, -1.634, 0.832], [2.031, 3.381, -1.792], [1.681, -3.085, 2.477], [2.775, 0.645, 1.400], [3.852, 1.129, 0.701], [3.761, 3.244, 2.565], [-3.596, 2.430, -1.066], [-0.863, 2.740, -1.530], [-0.110, 2.332, -0.792], [-6.104, 2.036, 2.459], [1.133, -2.884, -2.078], [-1.403, -2.638, -0.125], [2.332, 5.407, -2.109], [-2.875, 1.048, 0.594], [0.626, -1.956, -2.738], [-1.503, -2.154, 0.936], [-1.788, 0.853, -0.191], [-2.963, -0.710, -1.598], [4.042, -1.241, -0.089], [-3.698, 1.913, -0.003], [3.694, 3.393, 1.429], [2.068, -2.561, -1.540], [0.179, 0.831, 0.604], [4.085, 4.352, 1.406], [1.564, -1.089, 2.248], [0.654, 5.041, -1.791], [1.277, 2.455, -0.899], [4.428, 0.020, -0.157], [-5.646, 3.194, 0.360], [0.427, -3.952, -1.438], [1.536, 3.019, -2.777], [1.558, -3.371, -3.087], [4.276, 2.392, 0.841], [-4.596, 0.419, 3.485]],
  "mulliken_charge": [0.271, 0.560, 1.104, 0.234, 0.279, 0.473, -0.403, 0.018, -1.338, 0.413, 0.285, 0.441, 0.085, 0.331, -0.870, 0.800, -0.045, -0.277, 0.287, -0.285, 0.284, -0.211, 0.369, -1.499, -0.749, 0.024, -1.060, 0.104, 0.382, -0.341, 0.550, 0.517, 0.084, 0.373, 0.154, -0.500, 0.068, 0.785, -0.351, 0.088, 0.557, -1.241, 0.075, 0.070, 1.045, -0.643, -0.932, 0.847, -1.084, 0.103, -0.568, 0.339, 0.215, 0.322, -0.080, -0.772, 0.537, -0.638, 0.330, 0.362, -0.436, 0.155]
}

---

{
  "formula": "C24H28N4OS",
  "method": "ωB97M-V with the def2-TZVPD basis set",
  "charge": 0,
  "lumo_energy_ev": 0.66,
  "homo_ev": -8.0,
  "smiles": "c1ccc2c(c1)CCN(c1nc(CN3CCOCC3)nc3sc4c(c13)CCCC4)C2",
  "species": ["C", "C", "H", "H", "H", "H", "C", "N", "H", "C", "C", "C", "C", "H", "H", "C", "H", "H", "C", "C", "H", "C", "C", "C", "H", "N", "H", "C", "H", "H", "H", "C", "H", "H", "C", "C", "C", "H", "H", "O", "H", "H", "H", "H", "C", "H", "H", "N", "C", "H", "C", "C", "C", "H", "S", "H", "N", "C"],
  "xyz": [[1.774, -0.699, 2.327], [-1.091, 1.977, -0.444], [-3.313, -3.033, -3.107], [-1.259, -3.081, -5.358], [3.149, 5.147, 0.404], [-0.390, -1.690, 5.547], [2.295, 4.507, 0.238], [-0.811, 0.862, -1.331], [1.874, 1.202, -2.182], [0.105, 2.857, -0.200], [2.236, 3.712, -0.891], [-1.021, 0.581, 4.461], [-1.015, -4.336, -3.621], [2.105, -0.011, 4.959], [0.740, 1.487, 3.596], [-0.123, -1.488, -1.345], [-1.469, 1.582, 0.501], [2.449, -1.532, 2.531], [-0.444, -3.394, -2.618], [1.115, -0.979, 1.006], [-0.374, 0.769, 2.404], [0.686, -2.413, -0.655], [0.273, -0.837, 5.754], [1.130, 1.992, -2.336], [-0.639, 3.622, 1.650], [1.326, -2.170, 0.477], [-0.123, 0.513, -3.273], [0.170, 3.654, 0.935], [0.684, -0.929, 6.761], [-1.728, -0.226, 4.215], [-0.937, 2.067, -3.003], [0.067, 0.634, 3.391], [1.917, -1.774, 4.727], [1.301, 5.090, 2.044], [-1.892, -3.587, -4.626], [1.258, 4.477, 1.156], [-0.157, -0.210, -0.746], [-1.556, 1.530, 4.520], [-2.424, -0.756, -2.717], [-0.472, 0.359, 5.740], [-1.391, -0.910, -4.141], [-3.459, -2.098, -4.600], [-1.612, -5.087, -3.093], [-0.212, -4.871, -4.134], [1.145, 2.884, -1.123], [1.431, 2.557, -3.221], [-2.522, -4.298, -5.161], [0.796, -0.622, 3.401], [-1.848, -1.464, -3.315], [-1.891, 2.564, -0.913], [-2.748, -2.549, -3.906], [1.391, -0.817, 4.711], [-0.237, 1.342, -2.577], [2.359, 0.234, 2.243], [0.710, -3.964, -1.432], [3.047, 3.729, -1.606], [0.411, -0.009, 0.437], [-0.788, -2.091, -2.460]],
  "mulliken_charge": [-0.973, -1.720, 0.376, 0.336, 0.399, 0.359, -0.614, 0.249, 0.313, 1.323, -0.811, -0.875, -0.605, 0.321, 0.164, 0.651, 0.405, 0.459, 0.761, 0.353, -0.517, -0.644, -0.658, -1.154, 0.446, -0.575, 0.174, -0.647, 0.356, 0.392, 0.524, 0.660, 0.415, 0.417, -0.737, -0.751, 0.349, 0.361, 0.317, -0.380, 0.256, 0.385, 0.318, 0.409, 0.906, 0.681, 0.357, -0.077, -0.259, 0.462, -1.104, -0.537, -0.911, 0.287, -0.357, 0.459, -0.228, -0.264]
}

---

{
  "formula": "C24H28N9ReS2",
  "method": "ωB97M-V with the def2-TZVPD basis set",
  "charge": 3,
  "lumo_energy_ev": [-9.60, -10.16],
  "homo_ev": [-16.3, -16.3],
  "spin_multiplicity": 2,
  "species": ["C", "H", "C", "C", "C", "H", "H", "C", "C", "H", "H", "H", "N", "H", "C", "C", "H", "H", "C", "S", "H", "C", "H", "N", "H", "C", "H", "H", "C", "N", "C", "H", "S", "C", "H", "H", "H", "H", "H", "H", "C", "C", "N", "C", "N", "H", "C", "C", "N", "H", "C", "C", "H", "H", "C", "H", "N", "H", "H", "N", "C", "Re", "N", "C"],
  "xyz": [[0.059, 2.207, -1.825], [2.296, -1.651, -2.278], [-0.982, 1.336, 3.993], [-0.749, 0.452, 2.951], [0.441, 3.413, -2.582], [-0.871, 3.367, 4.655], [-2.988, -4.100, 1.855], [1.307, 5.652, -2.672], [0.561, 4.569, -4.691], [0.355, 2.495, 0.683], [-4.440, 2.497, -2.889], [-2.512, -4.867, 3.380], [-1.708, -2.976, 3.087], [2.218, -2.293, 0.097], [1.318, -2.111, -2.421], [-1.379, -1.898, 2.373], [1.182, 4.500, -0.874], [-1.423, 0.993, 4.914], [1.039, -3.119, -1.333], [2.390, -0.111, 0.628], [-2.099, 3.356, -2.967], [-1.334, 1.758, -1.789], [-1.707, -3.444, 5.195], [-1.574, 0.637, -1.050], [-3.035, -0.697, -0.433], [-2.341, 2.448, -2.435], [0.073, 4.128, 2.437], [4.500, 2.568, -0.483], [-3.641, 1.968, -2.386], [-1.017, -0.924, 3.231], [0.217, 3.443, -3.959], [1.267, -2.512, -3.431], [-1.431, -1.891, 0.653], [-1.086, -1.443, 4.533], [1.677, -4.000, -1.396], [4.785, 1.271, 0.630], [-0.210, 2.586, -4.468], [1.725, 6.517, -2.174], [-0.620, -1.474, -2.414], [1.357, 6.556, -4.615], [-0.183, 3.095, 2.627], [0.995, 4.520, -1.940], [0.863, 1.484, -1.104], [-0.692, 2.675, 3.843], [1.216, -2.385, -0.062], [0.393, -0.291, -2.857], [1.098, 5.673, -4.045], [-2.847, 0.182, -1.020], [4.157, 1.761, 0.016], [-0.796, -0.893, 5.407], [-3.888, 0.809, -1.679], [-2.166, -4.265, 2.546], [-1.344, -4.772, 2.045], [-4.883, 0.391, -1.608], [2.905, 1.352, -0.192], [0.405, 4.585, -5.760], [2.139, 2.010, -1.003], [0.003, -3.461, -1.390], [0.844, -2.920, 0.717], [0.285, -1.059, -2.194], [-1.520, -2.707, 4.433], [0.168, -0.316, -0.154], [-0.293, 0.836, 1.745], [-0.020, 2.165, 1.631]],
  "lowdin_spin": [0.014, 0.000, 0.000, 0.002, 0.001, 0.000, 0.000, 0.000, 0.000, 0.000, 0.000, 0.000, 0.001, 0.001, 0.004, 0.003, 0.000, 0.000, 0.000, 0.106, 0.000, 0.006, 0.000, 0.003, 0.001, 0.001, 0.000, 0.000, 0.006, 0.003, 0.001, 0.000, 0.027, 0.001, -0.001, 0.000, 0.000, 0.000, 0.003, 0.000, 0.000, 0.001, -0.002, 0.003, -0.010, 0.000, 0.001, 0.002, 0.001, 0.000, 0.003, 0.001, 0.000, 0.000, 0.011, 0.000, 0.012, 0.000, 0.001, 0.007, 0.001, 0.782, 0.000, 0.002]
}